Entry from the OMol25 dataset: a molecular structure, C6H3F3N4S in a non-equilibrium geometry (the ωB97M-V functional and the def2-TZVPD basis).

```
17
Properties=species:S:1:pos:R:3:forces:R:3
N -0.3143 0.7633 1.3903 0.950 -2.509 -0.416
C -0.7054 0.5164 -2.0620 -1.548 1.535 0.043
H -0.4001 -1.2671 -3.2751 -0.128 -0.091 0.237
H 1.3789 -1.2639 1.7623 0.320 -0.378 -0.862
N 0.3022 -1.3301 -1.3253 0.593 0.847 1.812
F -0.2583 1.3257 3.5315 -0.185 0.140 -0.844
C -0.5363 1.7374 2.2026 -0.712 2.060 3.347
H -0.9794 1.2382 -2.8197 -0.247 -0.706 -0.784
C -0.4113 -0.8210 -2.2884 -0.558 2.232 -2.402
N -0.7752 1.1388 -0.8933 0.422 0.005 -0.709
N 1.5743 -2.6732 0.1806 1.492 -0.251 -1.044
S 1.2176 -2.6551 -1.4721 0.882 -2.301 1.764
C 1.2838 -1.5159 0.6859 -0.929 -0.454 1.603
F 0.2153 2.8397 2.0679 0.748 0.427 -0.570
C -0.2887 0.4708 0.1603 0.751 -0.143 0.325
C 0.4925 -0.7054 -0.1297 -0.955 -0.391 -1.299
F -1.7955 2.2013 2.2844 -0.896 -0.021 -0.201
```
Positions in Å, forces in eV/Å.

## Properties
Molecular weight   220.2 g/mol



Entry from the OMol25 dataset: a gas-phase ion, C4H10N3S (charge +1) in a non-equilibrium geometry (the ωB97M-V functional and the def2-TZVPD basis).

```
18
Properties=species:S:1:pos:R:3:forces:R:3
H 1.0934 0.5743 -0.8677 0.348 0.042 -0.410
C -1.5323 0.2156 0.9587 1.231 -1.273 0.591
H -2.4040 0.3764 0.4813 -3.235 0.955 -1.646
N 0.2933 1.6774 0.7392 0.804 -1.291 -0.101
H 3.2669 -1.7275 -0.5158 -0.279 0.834 0.536
H -1.8463 -0.5262 1.6917 0.746 0.342 0.757
S 1.7388 -0.7122 0.9789 2.121 -0.034 0.099
C -0.8486 1.4972 1.2303 0.754 -1.012 0.140
H 3.8009 -0.1696 0.0562 -0.606 -0.896 -0.057
N 3.0081 -0.7950 -0.1605 0.250 0.129 0.175
H -1.9032 -1.1472 -1.5869 0.413 1.141 0.412
N -0.6449 -0.3605 -0.0394 2.257 -2.609 -0.654
C -1.1590 -0.3110 -1.4384 -1.509 -0.730 0.093
H -0.3810 -0.5580 -2.1580 0.219 0.585 0.149
H -0.2350 -1.3315 0.2237 -1.545 1.417 -0.622
H -1.2974 2.1926 1.8202 -1.285 2.204 1.471
C 0.6890 0.4108 0.1127 -1.225 1.102 -0.419
H -1.6387 0.6943 -1.5261 0.542 -0.905 -0.514
```
Positions in Å, forces in eV/Å.

## Properties
Molecular weight   132.2 g/mol
Net charge   +1
Structure (SMILES)   C[N@@H+]1CC=N[C@H]1SN



Entry from the OMol25 dataset: 2 unconnected molecules or ions with the total composition C2H4ClP in a non-equilibrium geometry (the ωB97M-V functional and the def2-TZVPD basis).

```
8
Properties=species:S:1:pos:R:3:forces:R:3
C -0.8110 0.0444 0.0050 3.973 -0.336 0.880
H 1.1181 -0.0111 0.9281 0.019 -0.563 1.024
P 4.1026 1.0321 0.0176 -0.036 0.956 0.021
H -1.3010 0.2891 -0.8466 -1.589 0.170 -2.555
C 0.5299 0.0037 0.0446 0.165 -0.051 -1.905
H 1.2167 -0.0412 -0.8538 -1.237 0.641 0.737
Cl 4.2545 -0.9291 -0.0198 0.063 -0.938 -0.018
H -1.3140 -0.2014 0.8693 -1.358 0.122 1.816
```
Positions in Å, forces in eV/Å.

## Properties
Molecular weight   94.5 g/mol



Summary of energy relative to the best compared isomer or geometry (same formula, charge and spin) in kcal per mole
0.0 47.0 57.4
(order as listed above)